77
Properties=species:S:1:pos:R:3:forces:R:3 method="wB97M-V/def2-TZVPD" total_charge=-1 spin_multiplicity=2 e_homo_ha="-0.1883 / -0.1886" homo_lumo_gap_ev="7.071 / 7.078" s2=0.7535
Ti -0.30572 0.42240 2.21561 1.00 -0.09 0.50
O -3.04849 0.22359 5.54872 1.04 -0.01 -1.11
C -2.53680 0.32337 4.28652 -3.69 -0.57 0.73
O -1.38261 0.52618 4.14823 1.89 0.53 -0.79
C -3.58099 0.16761 3.12936 1.03 0.72 0.75
O -2.97839 0.55409 1.91701 0.05 -0.05 0.14
C -3.21498 1.92880 1.56088 0.36 0.06 0.14
C -2.21647 2.87510 2.26683 -0.20 -0.55 -0.11
O -2.56785 3.96035 2.67765 0.00 0.08 -0.06
O -1.02492 2.37063 2.34493 -0.07 -0.06 0.20
H -2.20572 0.25842 6.05488 -0.68 -0.06 0.35
H -3.91552 -0.85528 3.05918 0.11 -0.48 0.02
H -4.45236 0.77817 3.37331 0.03 0.09 0.04
H -3.03914 1.99071 0.49183 0.06 -0.02 -0.12
H -4.24366 2.19586 1.76871 -0.18 0.12 0.17
F -2.33860 -6.02512 2.98074 -0.19 -0.41 -0.05
C -1.60400 -4.94773 3.26088 -0.60 -0.48 -0.40
C -1.82331 -3.78055 2.58536 0.37 0.40 0.23
F -2.77432 -3.68177 1.65329 0.01 0.02 0.00
C -1.03620 -2.69672 2.92709 -0.39 0.04 -0.35
F -1.32741 -1.58630 2.18768 -0.08 0.74 -0.18
C -0.05963 -2.63994 3.91173 -0.31 -0.18 -0.27
S 0.86423 -1.24481 4.30224 -0.34 0.18 0.00
C 0.08983 -3.87365 4.54492 0.20 0.00 0.17
F 0.99616 -3.96713 5.51126 0.33 -0.26 0.42
C -0.63935 -4.99819 4.23187 0.44 0.22 0.31
F -0.41738 -6.14576 4.87072 0.04 -0.28 0.21
F -0.36440 -2.27264 0.00223 0.14 0.16 0.31
C -0.56728 -2.59527 -1.26598 -0.01 -0.18 0.09
C -0.34057 -1.68035 -2.26597 -0.11 -0.09 0.00
C -0.54138 -2.13036 -3.55385 -0.22 -0.56 -0.07
F -0.30105 -1.34248 -4.60134 0.14 0.34 -0.34
C -0.96785 -3.41609 -3.83847 0.07 -0.25 -0.04
F -1.13191 -3.83696 -5.10149 -0.01 0.15 0.08
C -1.17827 -4.30892 -2.79957 -0.09 0.23 -0.32
F -1.57729 -5.55393 -3.04006 0.00 -0.11 -0.12
C -0.97992 -3.89047 -1.50749 0.04 -0.14 0.10
F -1.15973 -4.75628 -0.51220 -0.02 -0.05 0.21
Ge 0.22649 0.15772 -1.93492 -0.15 0.42 -0.15
S -0.52591 1.21225 -0.19632 0.35 -0.16 0.00
C 2.10650 0.22848 -2.52888 0.20 0.07 -0.21
C 2.78632 1.43363 -2.56225 -0.61 0.03 0.15
F 2.13580 2.56217 -2.26039 -0.13 0.16 0.01
C 4.12714 1.54219 -2.82637 0.20 0.04 -0.03
F 4.74917 2.72025 -2.81295 0.04 0.36 0.01
C 4.86459 0.40270 -3.03578 0.18 0.02 -0.10
F 6.17693 0.49597 -3.24734 0.08 -0.07 -0.03
C 4.23803 -0.81998 -3.02341 0.17 -0.17 -0.09
F 4.97529 -1.91958 -3.21454 -0.14 -0.09 -0.03
C 2.87776 -0.88846 -2.79631 -0.02 -0.21 0.03
F 2.36206 -2.12559 -2.77560 -0.08 0.01 0.02
C -0.83731 1.16327 -3.27659 -0.01 -0.17 -0.31
C -2.21817 1.06454 -3.17763 0.15 0.25 -0.08
F -2.79388 0.23276 -2.30555 0.03 -0.21 0.26
C -3.08272 1.80700 -3.95269 -0.05 -0.10 0.10
F -4.40172 1.71086 -3.78416 -0.22 -0.04 -0.02
C -2.57404 2.66024 -4.90253 -0.18 0.19 -0.07
F -3.40353 3.38619 -5.65334 0.01 0.06 -0.09
C -1.21229 2.75553 -5.06469 0.14 0.12 -0.25
F -0.72060 3.56917 -6.00644 0.03 0.01 -0.03
C -0.36590 1.99740 -4.27730 -0.28 -0.04 0.07
F 0.93361 2.10425 -4.57031 0.17 -0.06 0.09
O 1.25488 1.77721 3.17278 -0.83 -0.01 0.07
C 2.09055 2.36044 2.24801 -0.13 -0.31 -0.36
C 2.30311 3.72083 2.28379 0.38 0.37 -0.19
C 3.17370 4.29615 1.36142 -0.24 0.33 0.49
C 3.84633 3.50574 0.46286 0.40 -0.04 -0.46
C 3.59201 2.15372 0.41515 -0.39 -0.27 0.27
C 2.65332 1.56441 1.25480 0.30 -0.76 -0.55
C 2.22946 0.11951 0.88332 0.03 0.76 1.18
O 2.71518 -0.43146 -0.07612 0.46 -0.19 -0.11
O 1.34247 -0.44016 1.65195 -0.43 0.55 -0.43
H 0.55172 2.42645 3.39784 0.31 -0.05 -0.04
H 1.78409 4.33085 3.01076 -0.03 0.00 0.07
H 3.34198 5.36751 1.35298 -0.11 -0.05 0.11
H 4.53133 3.93647 -0.25289 0.08 0.10 0.02
H 4.05951 1.51079 -0.30758 0.12 -0.08 -0.13



117
Properties=species:S:1:pos:R:3:forces:R:3 method="wB97M-V/def2-TZVPD" total_charge=+1 e_homo_ha=-0.2761 homo_lumo_gap_ev=3.308
C -3.08184 -2.75724 6.45319 -0.04 -0.08 0.30
C -3.04883 -2.54743 4.96316 0.18 0.03 -0.35
C -1.83548 -2.57089 4.27376 0.10 0.03 -0.42
C -1.74713 -2.30074 2.89899 0.03 0.04 0.15
C -0.43915 -2.36255 2.16603 0.39 0.10 0.02
C -2.91497 -2.00000 2.19136 0.29 -0.06 0.91
N -2.83003 -1.69062 0.77314 -0.88 -0.53 -1.41
C -2.71966 -2.67664 -0.21924 -0.64 0.84 0.09
C -2.30086 -4.06515 -0.01564 0.00 -1.03 -0.16
C -1.39312 -4.60366 -0.95969 -0.30 0.40 0.71
C -0.89242 -5.88494 -0.76812 -0.10 -0.19 0.08
C -1.34572 -6.67083 0.30109 -0.13 0.27 0.02
C -2.31481 -6.17142 1.18176 0.15 0.05 -0.22
C -2.80530 -4.87712 1.02445 0.27 0.49 -0.38
N -2.98611 -2.18949 -1.40022 0.41 0.49 0.55
N -3.24950 -0.84033 -1.21957 0.35 -1.71 0.87
C -3.94130 -0.20314 -2.31359 0.04 0.80 -0.85
C -5.14781 -0.74852 -2.78866 -0.09 0.62 0.42
C -5.67951 -2.09466 -2.39605 -0.37 -0.38 0.00
C -5.89985 0.03837 -3.66664 0.12 -0.13 -0.22
C -5.45585 1.27397 -4.13505 0.40 0.06 0.15
C -6.28480 2.08606 -5.08361 -0.28 0.11 -0.17
C -4.17287 1.71302 -3.77929 -0.49 -0.97 0.02
C -3.36787 0.91013 -2.96865 -0.65 -0.13 0.44
C -1.93179 1.22980 -2.81391 0.34 0.50 0.02
C -3.13384 -0.50961 0.10645 0.44 -0.69 -1.24
C -2.66264 0.78710 0.62906 -1.27 2.77 3.71
O -1.93352 1.55492 -0.07248 -0.27 -1.56 0.13
C -2.90779 1.03288 2.09368 0.70 -0.56 -3.47
C -4.25027 1.12289 2.69176 -0.49 -0.88 0.53
C -1.75062 1.08891 2.90688 1.43 0.34 0.76
C -0.45111 1.07635 2.31897 0.09 0.25 0.17
C 0.70485 0.92827 3.06070 -0.51 0.06 0.19
C 0.61862 0.79752 4.44789 0.06 -0.20 0.41
C -0.63962 0.83686 5.07084 0.29 0.04 -0.16
C -1.80665 0.99465 4.33335 -0.05 0.11 -0.79
C -4.15667 -2.13601 2.82660 0.09 0.26 -0.11
C -5.42362 -2.05219 2.03143 -0.48 0.26 0.14
C -4.20646 -2.35089 4.21186 -0.02 -0.12 -0.37
H -4.10068 -2.73209 6.85236 0.13 0.01 -0.15
H -2.64551 -3.72416 6.73262 -0.07 0.13 -0.15
H -2.50018 -1.99660 6.99080 -0.10 -0.06 -0.26
H -0.92093 -2.79793 4.82494 -0.16 0.14 -0.19
H -0.43461 -1.64366 1.33680 0.14 -0.18 0.19
H 0.38486 -2.09688 2.83894 -0.15 -0.12 -0.19
H -0.25977 -3.37152 1.74991 -0.08 0.36 0.21
H -1.08564 -3.97541 -1.80109 0.01 -0.29 0.35
H -0.13522 -6.26866 -1.45362 -0.29 0.01 0.18
H -0.95837 -7.68207 0.44104 -0.08 0.35 -0.04
H -2.68457 -6.78109 2.00564 0.09 0.08 -0.27
H -3.57821 -4.47964 1.69102 0.43 -0.25 -0.18
H -6.46834 -2.37244 -3.10695 0.15 0.05 0.23
H -4.90507 -2.86853 -2.43442 -0.27 0.25 0.04
H -6.13487 -2.10222 -1.39523 0.21 0.04 -0.12
H -6.87011 -0.34501 -4.00468 0.41 0.14 0.10
H -6.14858 3.15286 -4.88709 -0.10 -0.08 -0.05
H -6.00200 1.90646 -6.13194 0.00 -0.01 0.30
H -7.34773 1.83982 -4.98892 0.18 0.11 -0.01
H -3.79922 2.65996 -4.16194 0.11 -0.23 -0.10
H -1.81884 1.90955 -1.97747 0.13 0.03 -0.03
H -1.34042 0.34633 -2.57180 -0.12 0.07 -0.06
H -1.53616 1.71605 -3.70981 -0.12 -0.24 -0.11
H -4.35678 2.06806 3.25236 -0.03 -0.20 -0.33
H -5.04233 1.06787 1.93776 0.07 0.08 0.18
H -4.38257 0.30985 3.42866 -0.35 0.31 -0.04
H -0.36842 1.21146 1.24547 0.02 -0.09 0.22
H 1.65831 0.92690 2.53317 -0.08 -0.07 0.27
H 1.52631 0.64559 5.03686 -0.33 0.14 -0.09
H -0.71288 0.74896 6.15623 0.09 0.01 -0.27
H -2.78223 1.01292 4.82703 0.41 -0.02 -0.07
H -6.27104 -2.13230 2.72454 0.10 -0.02 -0.33
H -5.50451 -1.07772 1.52906 -0.06 -0.36 -0.03
H -5.50805 -2.86042 1.28486 0.08 0.29 0.20
H -5.18708 -2.38382 4.69674 0.32 -0.01 -0.16
C -1.65319 5.12389 -1.74145 -0.34 -0.05 0.06
C -0.37588 5.55931 -2.46120 -0.38 -0.20 -0.34
C -0.61508 6.82547 -3.29486 -0.02 0.03 0.09
C 0.75918 5.88463 -1.48867 0.46 0.04 0.24
C 0.10402 4.42369 -3.33878 0.12 0.96 -0.76
N 0.32807 4.61477 -4.65522 -0.70 0.00 1.09
C 1.16291 3.62912 -5.16816 1.09 -0.70 -0.34
C 1.47895 2.74271 -4.12221 0.64 0.27 -0.64
C 2.58197 1.90243 -4.31831 -0.01 -0.13 -0.14
C 3.24528 1.87484 -5.55159 -0.23 0.22 0.13
C 2.87522 2.73966 -6.59061 -0.64 0.16 0.15
C 1.82122 3.65110 -6.39981 0.02 -0.53 0.20
C 0.69615 3.17418 -2.94417 0.21 -1.19 0.89
C 0.57419 2.51223 -1.71418 0.62 1.62 -1.34
C 1.37796 1.34782 -1.41305 0.31 -1.75 0.25
C 1.36198 0.16807 -2.20104 0.38 0.24 0.14
C 2.37013 -0.78578 -2.05565 -0.15 0.23 0.00
C 3.45469 -0.55811 -1.19136 -0.26 0.04 0.01
C 4.68427 -1.42307 -1.26847 0.14 -0.14 0.07
C 3.36599 0.50379 -0.28377 -0.03 -0.14 -0.17
C 2.30031 1.39371 -0.34035 -0.43 0.64 -0.48
H -1.48326 4.27558 -1.06766 -0.13 0.26 -0.08
H -2.05831 5.96288 -1.15993 0.09 -0.25 -0.11
H -2.40499 4.81061 -2.48058 0.07 0.12 0.26
H 0.30786 7.13867 -3.79973 -0.18 -0.04 0.03
H -1.41476 6.69698 -4.03219 0.02 0.08 0.10
H -0.88873 7.64014 -2.61349 -0.08 -0.19 -0.23
H 1.65577 6.16234 -2.05917 -0.09 -0.05 0.20
H 0.48531 6.74658 -0.86492 -0.02 -0.27 -0.14
H 1.01875 5.03941 -0.84269 -0.11 0.23 -0.07
H 0.00185 5.39866 -5.22382 0.18 -0.22 0.65
H 2.95176 1.30237 -3.49655 -0.02 0.00 -0.28
H 4.07208 1.17526 -5.70141 -0.25 0.35 0.12
H 3.40756 2.71042 -7.54251 -0.20 0.04 0.30
H 1.49490 4.34264 -7.17319 0.26 -0.07 0.08
H 0.00043 2.97200 -0.91552 0.04 -0.09 0.04
H 0.60608 0.04395 -2.97844 0.28 0.03 0.26
H 2.36678 -1.69464 -2.66895 -0.04 0.44 0.14
H 5.43993 -1.09403 -0.54710 -0.17 -0.13 -0.11
H 4.45544 -2.48040 -1.08483 0.01 0.22 0.03
H 5.13997 -1.37155 -2.26818 -0.18 0.05 0.23
H 4.15951 0.64655 0.45137 -0.27 -0.02 -0.14
H 2.21989 2.22419 0.36343 0.18 -0.20 -0.12



13
Properties=species:S:1:pos:R:3:forces:R:3 method="wB97M-V/def2-TZVPD" total_charge=0 e_homo_ha=-0.2893 homo_lumo_gap_ev=8.533
C 0.08053 1.27219 0.75312 2.84 -1.03 0.59
C -0.58988 0.52550 -0.34236 -2.72 -1.21 -0.75
N -0.28641 -0.90692 1.81183 0.13 -0.38 0.56
N 0.38836 0.29609 1.89325 -3.12 1.06 -1.39
N 0.01752 -1.82286 -1.12296 -0.28 0.43 0.78
S -0.94050 -1.33683 0.44983 1.75 2.66 -1.50
H 1.08103 1.78225 0.54507 -1.04 -1.09 -0.50
H -0.44588 2.09897 1.10228 -1.68 0.99 0.84
H -1.61599 0.85343 -0.67812 1.04 0.18 0.79
H -0.07800 0.24323 -1.25075 0.58 0.29 0.32
H 1.32944 0.25745 2.07731 2.46 -0.66 0.37
H -0.72099 -1.83749 -1.82780 0.30 -0.47 -0.04
H 0.50314 -2.69542 -1.03350 -0.27 -0.77 -0.06



14
Properties=species:S:1:pos:R:3:forces:R:3 method="wB97M-V/def2-TZVPD" total_charge=0 e_homo_ha=-0.2690 smiles=Nc1c[nH]c(N)c1 homo_lumo_gap_ev=8.410
N -2.52539 -0.25307 0.00555 0.00 -0.29 -0.04
C -1.12290 -0.06473 0.07710 0.20 0.11 -0.14
C -0.03012 -0.88648 0.25928 -0.05 -0.03 -0.04
C 1.13731 -0.06753 0.13678 -0.22 0.18 -0.02
N 2.46881 -0.50721 0.29980 0.00 -0.02 -0.15
C 0.71643 1.21622 -0.11529 0.13 -0.05 0.09
N -0.66569 1.19823 -0.14465 -0.15 -0.06 0.06
H -2.81478 -0.45617 -0.94799 0.04 0.09 0.15
H -2.84972 -1.01718 0.58373 0.13 0.06 0.06
H -0.04274 -1.95749 0.42502 -0.06 0.19 -0.05
H 3.12812 0.11732 -0.14906 -0.06 -0.10 0.09
H 2.61129 -1.44324 -0.05972 -0.04 0.12 0.04
H 1.26911 2.12856 -0.29362 -0.05 -0.18 0.10
H -1.27972 1.99277 -0.07693 0.13 -0.03 -0.15



13
Properties=species:S:1:pos:R:3:forces:R:3 method="wB97M-V/def2-TZVPD" total_charge=0 e_homo_ha=-0.3361 homo_lumo_gap_ev=9.754
C -0.81027 -2.45948 0.57949 -2.28 0.88 1.11
C 1.32197 -0.78241 -0.50985 -0.77 -0.80 1.05
N -1.68476 -1.76930 0.97688 2.53 -2.04 -1.15
N 0.35120 0.27449 -0.72258 -1.41 1.92 -1.98
O -0.65144 1.71987 1.09860 -0.60 1.17 0.20
O -0.07781 2.78698 -1.08933 -0.20 0.03 -0.09
S 0.49700 1.91514 -0.08454 0.19 -2.25 -0.42
H 0.86655 -1.72005 -0.15868 -0.52 0.40 -0.56
H 1.87769 -0.63232 0.41016 0.92 0.79 -0.37
H 1.83513 -1.10149 -1.39621 0.95 0.51 -0.32
H -2.41546 -1.18392 1.25258 -0.78 0.79 0.32
H -1.01389 2.61639 1.37106 0.75 -1.33 -0.58
H -0.09593 0.33610 -1.72759 1.22 -0.07 2.79



Across the entries above, relative energy (zero: lowest compared OMol25 entry of this formula, charge and spin) takes the values 0.470 0.604 4.016 0.050 3.382 eV, respectively.